Model i:
{"formula": "C4H6O", "method": "wB97M-V/def2-TZVPD", "elements": ["C", "C", "C", "C", "O", "H", "H", "H", "H", "H", "H"], "positions_angstrom": [[1.0025, -0.0968, 1.5192], [-0.0214, -0.7266, 0.9737], [-0.4095, -0.4943, -0.4574], [-0.9150, 0.8131, -0.8669], [0.4075, 0.3696, -1.1648], [1.6295, 0.5613, 0.9734], [1.1765, -0.1856, 2.5876], [-0.6540, -1.3848, 1.5708], [-0.7798, -1.3584, -1.0075], [-0.9815, 1.5536, -0.0784], [-1.5899, 0.8844, -1.7393]], "spin_multiplicity": 1, "molar_mass_g_mol": 70.09, "orbital_gap_ev": 10.93, "homo_energy_ev": -9.73}

---

Model ii:
{"formula": "C4H6O", "method": "wB97M-V/def2-TZVPD", "elements": ["C", "C", "C", "C", "O", "H", "H", "H", "H", "H", "H"], "positions_angstrom": [[0.2611, 1.0405, 1.9528], [0.1477, 0.0933, 1.2169], [0.0573, -0.9373, 0.1829], [-0.2028, -0.2893, -1.2077], [0.2266, 1.0436, -1.3123], [0.3910, 1.8774, 2.6015], [-0.7495, -1.6426, 0.4156], [0.9907, -1.5113, 0.1762], [-1.2705, -0.3778, -1.4532], [0.3608, -0.8414, -1.9629], [-0.2123, 1.5450, -0.6098]], "spin_multiplicity": 1, "molar_mass_g_mol": 70.09, "orbital_gap_ev": 11.06, "homo_energy_ev": -10.06}

---

The least stable of them is model ii.

---

Model i:
{"formula": "C4H6O", "method": "wB97M-V/def2-TZVPD", "elements": ["C", "C", "C", "C", "O", "H", "H", "H", "H", "H", "H"], "positions_angstrom": [[1.8454, 0.1493, -0.8462], [0.7144, 0.5129, -0.6255], [-0.6447, 0.4780, -0.1074], [-0.6361, -1.0346, 0.2707], [-0.8885, 1.3967, 0.9430], [2.8404, 0.2828, -1.1634], [-1.4003, 0.7369, -0.8604], [-1.3291, -1.6073, -0.3441], [-0.8012, -1.1507, 1.3395], [0.3688, -1.4026, 0.0510], [-0.0702, 1.5256, 1.4406]], "spin_multiplicity": 1, "molar_mass_g_mol": 70.09, "orbital_gap_ev": 10.83, "homo_energy_ev": -9.91}

---

Model ii:
{"formula": "C4H6O", "method": "wB97M-V/def2-TZVPD", "elements": ["C", "C", "C", "C", "O", "H", "H", "H", "H", "H", "H"], "positions_angstrom": [[-1.9796, 0.6357, 1.2905], [-0.8504, 0.2612, 1.0660], [0.1982, -0.5364, 0.4949], [0.4778, -0.2139, -1.0157], [1.8469, 0.0114, -1.2962], [-2.6046, 1.4534, 1.5218], [-0.3987, -1.4086, 0.8612], [1.1426, -0.6735, 1.0183], [-0.1274, 0.6502, -1.3404], [0.1917, -1.0599, -1.6393], [2.1035, 0.8803, -0.9612]], "spin_multiplicity": 1, "molar_mass_g_mol": 70.09, "orbital_gap_ev": 10.61, "homo_energy_ev": -9.78}

---

Model iii:
{"formula": "C4H6O", "method": "wB97M-V/def2-TZVPD", "elements": ["C", "C", "C", "C", "O", "H", "H", "H", "H", "H", "H"], "positions_angstrom": [[2.8810, 0.5880, 0.4100], [1.7442, 0.2255, 0.2455], [-1.1337, -0.9901, -0.1029], [-0.6325, 0.3741, -0.4781], [-1.0533, 1.5312, 0.0755], [3.8904, 0.4831, 0.8037], [-1.2311, -1.1832, 0.9951], [-0.5099, -1.8108, -0.5452], [-2.0521, -1.1073, -0.6978], [-0.4909, 0.4674, -1.6249], [-1.4121, 1.4221, 0.9192]], "spin_multiplicity": 1, "molar_mass_g_mol": 70.09, "orbital_gap_ev": 8.78, "homo_energy_ev": -8.92}

---

The least stable of them is model iii.

---

Model i:
{"formula": "C2H4INO2", "method": "wB97M-V/def2-TZVPD", "elements": ["C", "C", "N", "O", "O", "I", "H", "H", "H", "H"], "positions_angstrom": [[-0.1875, -0.8947, 0.2441], [1.2698, 2.0387, -0.6061], [-0.8754, -1.9648, -0.2160], [-0.6251, -0.5797, 1.4889], [1.6399, 2.7686, 0.2630], [-0.7417, 1.8268, -1.1468], [1.9196, 1.5842, -1.2991], [-0.7197, -2.4035, -1.0790], [-1.4494, -2.5812, 0.3734], [-0.2305, 0.2055, 1.9775]], "spin_multiplicity": 1, "molar_mass_g_mol": 200.96, "orbital_gap_ev": 8.75, "homo_energy_ev": -8.28}

---

Model ii:
{"formula": "C2H4INO2", "method": "wB97M-V/def2-TZVPD", "elements": ["C", "C", "N", "O", "O", "I", "H", "H", "H", "H"], "positions_angstrom": [[0.3312, 0.0458, -0.4815], [-1.3465, -1.3164, 0.5712], [0.7868, 1.2682, -0.6966], [1.1406, -0.9613, -0.9957], [-1.2519, -2.2999, -0.0227], [-2.7946, 0.1278, -0.1686], [-1.0664, -1.0037, 1.5712], [0.1987, 2.0226, -0.1679], [1.5397, 1.5372, -1.3226], [0.5884, -1.7250, -0.7626]], "spin_multiplicity": 1, "molar_mass_g_mol": 200.96, "orbital_gap_ev": 9.07, "homo_energy_ev": -8.57}

---

The least stable of them is model i.

---

Model i:
{"formula": "C2H3ClN2O", "method": "wB97M-V/def2-TZVPD", "elements": ["C", "C", "N", "N", "O", "Cl", "H", "H", "H"], "positions_angstrom": [[-0.3557, -0.2034, 0.7195], [1.6132, -0.1417, -0.2044], [0.0551, -1.5717, 0.2795], [1.1446, -1.4197, -0.3252], [0.7175, 0.6412, 0.4649], [3.2380, 0.2163, 0.0534], [-1.3459, 0.0889, 0.3203], [-0.3993, -0.1855, 1.8581], [1.5672, 0.5077, -1.8575]], "spin_multiplicity": 1, "molar_mass_g_mol": 106.51, "orbital_gap_ev": [8.41, 8.41], "homo_energy_ev": [-9.25, -9.25]}

---

Model ii:
{"formula": "C2H3ClN2O", "method": "wB97M-V/def2-TZVPD", "elements": ["C", "N", "C", "O", "N", "H", "H", "Cl", "H"], "positions_angstrom": [[0.1741, 0.5234, 0.7497], [-0.2057, -0.7025, 0.3846], [-0.6141, -0.5919, -0.8105], [-0.6644, 0.6694, -1.2127], [-0.1596, 1.3972, -0.2387], [0.7144, 0.8190, 1.7308], [-1.2923, -1.3129, -1.3144], [2.9030, -1.1921, -0.2552], [1.5346, -1.3130, -0.3608]], "spin_multiplicity": 1, "molar_mass_g_mol": 106.51, "orbital_gap_ev": 11.56, "homo_energy_ev": -11.09}

---

The least stable of them is model i.

---

Model i:
{"formula": "C3H3NO3", "method": "wB97M-V/def2-TZVPD", "elements": ["O", "C", "N", "C", "O", "C", "O", "H", "H", "H"], "positions_angstrom": [[2.2224, 0.6276, 0.7354], [1.5661, 0.5120, -0.2553], [0.1332, 0.5199, -0.2487], [-0.5073, -0.5919, 0.2574], [0.0677, -1.5117, 0.7846], [-2.0312, -0.6088, 0.0701], [-2.6648, -1.5844, 0.3613], [2.0035, 0.3367, -1.2511], [-0.3487, 1.1407, -0.8868], [-2.5126, 0.3021, -0.3436]], "spin_multiplicity": 1, "molar_mass_g_mol": 101.06, "orbital_gap_ev": 9.80, "homo_energy_ev": -10.34}

---

Model ii:
{"formula": "C3H3NO3", "method": "wB97M-V/def2-TZVPD", "elements": ["O", "C", "N", "C", "O", "C", "O", "H", "H", "H"], "positions_angstrom": [[-1.9251, 1.4642, 1.2573], [-1.3979, 1.1552, 0.2337], [-0.8199, -0.1616, -0.0218], [0.5312, -0.0240, 0.0512], [0.9912, 1.0549, 0.3752], [1.4758, -1.1794, -0.2730], [2.6570, -0.9690, -0.2495], [-1.2310, 1.8381, -0.6130], [-1.3394, -1.0019, -0.2449], [1.0580, -2.1766, -0.5152]], "spin_multiplicity": 1, "molar_mass_g_mol": 101.06, "orbital_gap_ev": 9.90, "homo_energy_ev": -10.42}

---

Model iii:
{"formula": "C3H3NO3", "method": "wB97M-V/def2-TZVPD", "elements": ["H", "N", "C", "C", "O", "O", "C", "O", "H", "H"], "positions_angstrom": [[-2.0594, -0.1023, -0.8992], [-1.0958, -0.1144, -0.6954], [0.0613, -0.2339, -0.3140], [1.0389, -0.9426, -1.2271], [2.2277, -1.0120, -1.0857], [0.6118, 0.1865, 0.8636], [-0.2211, 0.9920, 1.6178], [-0.6798, 0.6112, 2.6501], [0.4616, -1.3771, -2.0696], [-0.3452, 1.9926, 1.1596]], "spin_multiplicity": 1, "molar_mass_g_mol": 101.06, "orbital_gap_ev": 9.79, "homo_energy_ev": -9.97}

---

The least stable of them is model iii.

---

Model i:
{"formula": "C3H3NO3", "method": "wB97M-V/def2-TZVPD", "elements": ["O", "C", "N", "C", "C", "O", "O", "H", "H", "H"], "positions_angstrom": [[-1.5408, 1.2384, -1.7947], [-0.8012, 0.6976, -0.9634], [0.3580, -0.0264, -1.3017], [0.8765, -0.5856, -0.0982], [0.2214, -0.0523, 0.9663], [0.2942, -0.2447, 2.2943], [-0.7539, 0.8473, 0.4528], [0.1642, -0.7031, -2.2300], [1.6420, -1.4250, -0.0673], [-0.4604, 0.2538, 2.7418]], "spin_multiplicity": 1, "molar_mass_g_mol": 101.06, "orbital_gap_ev": 8.99, "homo_energy_ev": -8.53}

---

Model ii:
{"formula": "C3H3NO3", "method": "wB97M-V/def2-TZVPD", "elements": ["N", "C", "O", "C", "O", "C", "O", "H", "H", "H"], "positions_angstrom": [[-1.2134, -0.7937, -0.6748], [-0.4759, 0.1797, -0.4431], [0.0587, 0.7179, 0.6961], [0.1454, -0.0405, 1.8246], [-0.1734, -1.1896, 1.9282], [1.1335, 0.3300, -1.7751], [-0.0201, 0.9285, -1.5281], [-1.3902, -1.3497, 0.1529], [0.5493, 0.5895, 2.6266], [1.3860, 0.6278, -2.8073]], "spin_multiplicity": 1, "molar_mass_g_mol": 101.06, "orbital_gap_ev": 9.53, "homo_energy_ev": -9.39}

---

The least stable of them is model ii.

---

Model i:
{"formula": "C3H3NO3", "method": "wB97M-V/def2-TZVPD", "elements": ["H", "N", "C", "C", "O", "O", "C", "O", "H", "H"], "positions_angstrom": [[-0.4843, 1.9007, -1.6188], [-1.1013, 1.2430, -1.1411], [-0.4580, 0.5148, -0.3373], [-1.2345, -0.4409, 0.5270], [-0.7330, -1.0356, 1.4486], [0.8737, 0.6316, -0.0855], [1.5788, -0.5042, 0.2558], [2.5980, -0.4287, 0.8577], [-2.2969, -0.5166, 0.2509], [1.1344, -1.4259, -0.1439]], "spin_multiplicity": 1, "molar_mass_g_mol": 101.06, "orbital_gap_ev": 10.40, "homo_energy_ev": -11.13}

---

Model ii:
{"formula": "C3H3NO3", "method": "wB97M-V/def2-TZVPD", "elements": ["N", "C", "C", "O", "C", "O", "O", "H", "H", "H"], "positions_angstrom": [[-0.6736, -0.8105, -1.4825], [-0.1057, -0.2639, -0.4043], [0.8397, -0.5594, 0.5055], [1.0531, 0.6346, 1.2983], [0.1353, 1.4991, 0.9627], [-0.1821, 2.5606, 1.4852], [-0.5013, 1.0217, -0.1202], [-1.6508, -0.8855, -1.3911], [-0.4437, -1.8039, -1.5070], [1.5290, -1.3927, 0.6535]], "spin_multiplicity": 1, "molar_mass_g_mol": 101.06, "orbital_gap_ev": 9.58, "homo_energy_ev": -9.13}

---

Model iii:
{"formula": "C3H3NO3", "method": "wB97M-V/def2-TZVPD", "elements": ["H", "N", "C", "C", "O", "O", "C", "O", "H", "H"], "positions_angstrom": [[-0.7341, 2.0602, -1.1638], [-1.0847, 1.2268, -0.7243], [-0.2922, 0.3860, -0.2116], [-1.4038, -0.7076, 0.3294], [-1.3827, -1.7458, 0.9141], [1.0620, 0.6147, -0.2513], [1.9531, -0.2775, 0.2790], [3.1265, -0.0766, 0.2391], [-2.1855, -0.0204, -0.1045], [1.4566, -1.1481, 0.7217]], "spin_multiplicity": 1, "molar_mass_g_mol": 101.06, "orbital_gap_ev": 10.57, "homo_energy_ev": -10.67}

---

The least stable of them is model iii.

---

Model i:
{"formula": "C3H3NO3", "method": "wB97M-V/def2-TZVPD", "elements": ["N", "C", "O", "C", "O", "C", "O", "H", "H", "H"], "positions_angstrom": [[-0.9309, 0.5203, -0.5699], [0.0917, 0.2831, 0.2511], [1.1717, -0.0461, -0.4792], [2.2744, -0.3350, 0.3067], [2.3182, -0.3113, 1.4923], [-2.1010, 0.1364, 0.1493], [-2.8689, -0.6655, -0.2989], [-0.9292, 0.3310, -1.5830], [3.0823, -0.5803, -0.3869], [-2.1425, 0.5697, 1.1679]], "spin_multiplicity": 1, "molar_mass_g_mol": 101.06, "orbital_gap_ev": 10.29, "homo_energy_ev": -9.80}

---

Model ii:
{"formula": "C3H3NO3", "method": "wB97M-V/def2-TZVPD", "elements": ["C", "C", "C", "N", "O", "O", "O", "H", "H", "H"], "positions_angstrom": [[-1.9175, -0.5575, -0.0092], [0.1669, 0.2939, 0.0136], [1.5888, -0.1273, 0.0230], [-1.6681, 1.6328, -0.1679], [-2.9072, -1.1649, 0.1756], [-0.6876, -0.7792, -0.0717], [-0.3979, 1.4515, -0.0560], [1.4861, -1.1159, -0.5479], [2.0531, -0.2130, 1.0134], [2.2835, 0.5796, -0.3728]], "spin_multiplicity": 1, "molar_mass_g_mol": 101.06, "orbital_gap_ev": [9.12, 8.43], "homo_energy_ev": [-8.90, -8.05]}

---

The least stable of them is model ii.